(1)
{
  "formula": "C4H5ClS2",
  "method": "ωB97M-V/def2-TZVPD",
  "de_lowest_kcal_mol": 31.12,
  "orbital_gap_ev": 8.5,
  "lumo_energy_ev": -0.51,
  "smiles": "C/C(=C/Cl)C(=S)S",
  "elements": ["C", "C", "C", "Cl", "C", "S", "S", "H", "H", "H", "H", "H"],
  "positions_angstrom": [[0.0099, 1.5062, 0.4260], [0.2213, 0.1677, -0.2563], [1.4991, -0.0777, -0.4501], [2.1810, -1.5169, -0.9725], [-1.0233, -0.7678, -0.3656], [-2.2933, -0.7839, -1.3966], [-0.6573, -1.9809, 0.8495], [-0.5154, 1.3397, 1.3186], [-0.6622, 2.0640, -0.2399], [1.0294, 2.0059, 0.7126], [2.0772, 0.8272, -0.4137], [-1.8666, -2.7835, 0.7880]],
  "mulliken_charge": [-1.06, 0.39, -0.32, -0.16, 0.01, -0.18, -0.12, 0.29, 0.29, 0.35, 0.34, 0.16]
}


(2)
{
  "formula": "C4H9NO",
  "method": "ωB97M-V/def2-TZVPD",
  "de_lowest_kcal_mol": 97.70,
  "orbital_gap_ev": 8.8,
  "lumo_energy_ev": 0.68,
  "elements": ["C", "C", "N", "C", "C", "O", "H", "H", "H", "H", "H", "H", "H", "H", "H"],
  "positions_angstrom": [[1.3818, -0.1224, 1.1525], [1.6289, 0.6828, -0.0993], [0.7038, 0.4147, -1.0451], [-0.6368, 0.7594, -0.5358], [-1.4862, -0.4329, -0.0691], [-1.0245, -1.6776, -0.5350], [0.7154, -0.9926, 1.0704], [2.4021, -0.4886, 1.2864], [1.1546, 0.4304, 2.0718], [-0.4373, 1.4510, 0.2927], [0.9076, 0.8629, -1.9319], [-1.1205, 1.3635, -1.3015], [-2.5139, -0.2806, -0.4191], [-1.5059, -0.4397, 1.0286], [-0.1690, -1.5303, -0.9657]],
  "mulliken_charge": [-0.61, -0.51, -0.16, -0.39, -0.57, -0.55, 0.26, 0.30, 0.29, 0.28, 0.25, 0.41, 0.32, 0.29, 0.36]
}


(3)
{
  "formula": "C8H9NO3",
  "method": "ωB97M-V/def2-TZVPD",
  "de_lowest_kcal_mol": 30.16,
  "orbital_gap_ev": 9.6,
  "lumo_energy_ev": 0.01,
  "smiles": "CCc1nccc(C(=O)O)c1O",
  "elements": ["C", "C", "C", "N", "C", "C", "C", "C", "O", "O", "C", "O", "H", "H", "H", "H", "H", "H", "H", "H", "H"],
  "positions_angstrom": [[3.1670, -0.2513, 0.0366], [1.7375, -0.8207, 0.1728], [0.6337, 0.0778, -0.1480], [0.8261, 1.3994, -0.2431], [-0.1911, 2.2290, -0.0757], [-1.4581, 1.7737, -0.0271], [-1.8032, 0.4178, 0.0450], [-3.2038, -0.1373, 0.0188], [-4.1009, 0.6304, 0.3434], [-3.2407, -1.4242, -0.4354], [-0.6880, -0.3871, 0.0257], [-0.7965, -1.7914, 0.1660], [3.3977, 0.4403, 0.8208], [3.8860, -1.0858, 0.2593], [3.2700, 0.1331, -0.9879], [1.6915, -1.6192, -0.6476], [1.5974, -1.1774, 1.1537], [-0.0805, 3.2580, -0.1992], [-2.0740, 2.5709, 0.1499], [-2.3595, -1.8226, -0.2394], [-0.2105, -2.4137, -0.1888]],
  "mulliken_charge": [-1.41, -0.76, 0.58, -0.50, -0.42, -0.59, -0.32, 0.45, -0.54, -0.55, 1.34, -0.67, 0.36, 0.38, 0.34, 0.32, 0.38, 0.43, 0.49, 0.43, 0.28]
}


(4)
{
  "formula": "CH2N2O2",
  "method": "ωB97M-V/def2-TZVPD",
  "de_lowest_kcal_mol": 103.81,
  "orbital_gap_ev": 8.4,
  "lumo_energy_ev": -1.36,
  "elements": ["C", "N", "N", "O", "O", "H", "H"],
  "positions_angstrom": [[-0.3280, -0.0523, -1.0948], [1.2925, -0.1759, 1.0892], [-0.2735, 0.3112, 0.2020], [0.5713, -0.2719, -1.8563], [1.2966, 0.0810, 2.2324], [-1.4885, -0.0415, -1.3924], [-1.0705, 0.1494, 0.8198]],
  "mulliken_charge": [0.16, 0.37, -0.34, -0.50, -0.20, 0.22, 0.29]
}


(5)
{
  "formula": "C19H41F3N5O8Y",
  "method": "ωB97M-V/def2-TZVPD",
  "orbital_gap_ev": [4.3, 9.1],
  "lumo_energy_ev": [-1.95, -2.00],
  "total_charge": 1,
  "multiplicity": 2,
  "elements": ["Y", "O", "H", "C", "O", "N", "C", "C", "H", "H", "H", "H", "H", "H", "H", "C", "O", "N", "C", "C", "H", "H", "H", "H", "H", "H", "H", "C", "O", "N", "C", "C", "H", "H", "H", "H", "H", "H", "H", "C", "O", "N", "C", "C", "H", "H", "H", "H", "H", "H", "H", "C", "O", "N", "C", "C", "H", "H", "H", "H", "H", "H", "H", "C", "C", "O", "C", "O", "C", "F", "F", "F", "H", "H", "H", "H", "H"],
  "positions_angstrom": [[2.1810, -1.0119, -0.9649], [0.3855, -0.0321, -0.2003], [-0.2004, 0.5754, 0.2918], [0.0941, -3.7526, -1.6957], [0.9747, -2.9664, -1.3444], [-1.0868, -3.8615, -1.1064], [-2.0534, -4.8210, -1.5406], [-1.4906, -3.1183, 0.1133], [0.1806, -4.4112, -2.5737], [-2.4220, -5.4155, -0.7046], [-1.6012, -5.4365, -2.3184], [-2.8965, -4.2684, -1.9552], [-1.2404, -2.0575, 0.0954], [-2.5783, -3.0503, 0.0935], [-1.2313, -3.6057, 1.0531], [1.8717, -3.3139, 1.9093], [2.0779, -2.3969, 1.0607], [1.1817, -2.9963, 3.0599], [0.9285, -4.0482, 4.0453], [0.6349, -1.6621, 3.2979], [2.2683, -4.3385, 1.8385], [1.8263, -4.2049, 4.6431], [0.6248, -5.0041, 3.6186], [0.0568, -3.8532, 4.6699], [0.6433, -0.9768, 2.4503], [-0.3925, -1.7594, 3.6489], [1.1203, -1.1907, 4.1525], [4.2098, 0.3474, 1.6532], [3.4392, -0.0485, 0.7386], [3.8780, 1.0308, 2.7369], [4.8080, 1.3104, 3.8630], [2.5075, 1.4606, 2.9823], [5.2872, 0.1215, 1.6350], [4.8977, 2.3813, 4.0449], [5.7953, 0.9362, 3.5925], [4.5679, 0.8579, 4.8251], [1.7949, 1.0402, 2.2727], [2.1004, 1.1515, 3.9450], [2.4622, 2.5430, 2.8624], [2.5940, 2.1171, -2.2696], [2.9492, 1.0874, -1.7175], [2.0343, 3.1240, -1.5977], [1.4612, 4.2215, -2.4081], [2.0269, 3.2391, -0.1462], [2.5675, 2.2593, -3.3610], [0.4167, 4.3898, -2.1456], [1.5924, 3.9299, -3.4502], [1.9117, 5.1926, -2.2032], [1.0798, 2.9445, 0.3057], [2.7240, 2.4870, 0.2233], [2.3684, 4.2418, 0.1106], [-1.4930, 1.3649, -3.0528], [-1.7929, 2.6233, -3.1209], [-2.2808, 0.4287, -3.6181], [-1.6705, -0.8448, -3.9113], [-3.4732, 0.6985, -4.3575], [-0.5742, 0.9512, -2.6090], [-0.9656, -1.1588, -3.1415], [-1.2233, -0.8300, -4.9052], [-2.5164, -1.5280, -3.9870], [-3.6860, 1.7640, -4.2707], [-3.2803, 0.5191, -5.4151], [-4.3081, 0.0496, -4.0930], [-3.9453, -0.3417, 0.2132], [-2.8666, 0.6952, 0.7758], [-3.0693, 1.9925, 0.2221], [-2.3711, 3.0664, 0.6659], [-1.6533, 3.0679, 1.7160], [-2.6996, 4.3566, -0.2174], [-1.6264, 4.7294, -0.9197], [-3.6774, 4.1831, -1.1042], [-2.9294, 5.3893, 0.5169], [-3.5650, -0.6018, -0.7746], [-4.9285, 0.1101, 0.0818], [-4.0647, -1.2643, 0.7813], [-1.8641, 0.3366, 0.5426], [-2.8062, 0.8549, 1.8523]],
  "mulliken_spin": [1.10, -0.04, 0.00, 0.03, -0.04, -0.03, 0.00, 0.00, 0.00, 0.00, 0.00, 0.00, 0.01, 0.00, 0.00, 0.01, -0.05, 0.00, 0.00, 0.00, 0.00, 0.00, 0.00, 0.00, 0.00, 0.00, 0.00, 0.04, -0.11, 0.00, 0.00, 0.01, 0.00, 0.00, 0.00, 0.00, 0.00, 0.00, 0.00, 0.01, 0.01, -0.01, 0.00, 0.00, 0.00, 0.00, 0.00, 0.00, 0.01, 0.01, 0.00, -0.09, 0.00, -0.02, -0.04, 0.00, 0.11, 0.06, -0.01, 0.00, 0.00, 0.00, 0.00, 0.00, 0.01, 0.00, 0.00, 0.00, 0.00, 0.00, 0.00, 0.00, 0.00, 0.00, 0.00, 0.00, 0.00]
}


(6)
{
  "formula": "C17H38BrN4O8P2",
  "method": "ωB97M-V/def2-TZVPD",
  "orbital_gap_ev": 6.6,
  "lumo_energy_ev": -4.63,
  "total_charge": 1,
  "elements": ["C", "C", "C", "N", "C", "N", "C", "N", "N", "Br", "H", "H", "H", "H", "H", "H", "H", "H", "O", "P", "O", "C", "C", "O", "C", "C", "O", "C", "C", "H", "H", "H", "H", "H", "H", "H", "H", "H", "H", "H", "H", "H", "H", "H", "O", "P", "O", "C", "C", "O", "C", "C", "O", "C", "C", "H", "H", "H", "H", "H", "H", "H", "H", "H", "H", "H", "H", "H", "H", "H"],
  "positions_angstrom": [[1.9788, 6.6217, 2.6956], [1.2849, 7.7901, 2.5968], [0.4961, 8.1319, 1.3383], [-0.8510, 7.5866, 1.5516], [-1.8874, 8.2491, 2.0224], [-2.9392, 7.4304, 2.1265], [-2.5174, 6.2481, 1.6981], [-3.2423, 5.1366, 1.6572], [-1.2040, 6.2990, 1.3267], [-0.2062, 4.9084, 0.6806], [1.6455, 5.8930, 3.4351], [2.8411, 6.4005, 2.0678], [1.2592, 8.4827, 3.4383], [0.9411, 7.7149, 0.4340], [0.4061, 9.2119, 1.2176], [-1.8540, 9.2884, 2.3052], [-2.8322, 4.2283, 1.5328], [-4.2371, 5.1799, 1.7988], [2.1538, -1.0822, -0.1862], [2.4937, -0.3566, 1.0655], [4.0249, 0.1708, 0.8351], [4.3145, 1.0098, -0.2743], [3.7659, 2.4138, -0.0834], [2.7941, -1.5727, 2.0960], [2.4401, -2.9243, 1.7882], [3.6068, -3.6590, 1.1615], [2.2079, 0.6282, 2.3779], [1.1215, 1.5532, 2.3477], [-0.1675, 0.9420, 1.8292], [3.9308, 0.5683, -1.1978], [5.4000, 1.0508, -0.3595], [2.6698, 2.4082, -0.1363], [4.1344, 3.0837, -0.8613], [4.0527, 2.8107, 0.8919], [1.5567, -2.9615, 1.1515], [2.1725, -3.4023, 2.7317], [3.9933, -3.1284, 0.2911], [3.3109, -4.6637, 0.8555], [4.4290, -3.7408, 1.8736], [1.4034, 2.4303, 1.7501], [0.9744, 1.8970, 3.3726], [-0.0825, 0.6803, 0.7681], [-0.9956, 1.6459, 1.9322], [-0.4103, 0.0298, 2.3741], [-2.8150, -4.0018, -1.1060], [-2.2772, -4.6492, -2.3337], [-2.1426, -3.4267, -3.4140], [-1.3371, -2.3032, -3.0892], [0.1440, -2.6287, -3.1360], [-3.5941, -5.4030, -2.9220], [-4.7787, -5.5622, -2.1431], [-5.7588, -4.4391, -2.4134], [-1.3411, -5.7025, -3.2017], [-0.1576, -6.2651, -2.6122], [-0.3826, -6.7657, -1.1998], [-1.6133, -1.9087, -2.1067], [-1.5661, -1.5320, -3.8259], [0.4176, -3.2951, -2.3113], [0.7430, -1.7222, -3.0427], [0.4024, -3.1297, -4.0696], [-4.5422, -5.6378, -1.0823], [-5.2251, -6.5135, -2.4384], [-5.2979, -3.4625, -2.2643], [-6.6289, -4.5190, -1.7594], [-6.0983, -4.4750, -3.4497], [0.6518, -5.5299, -2.6376], [0.1432, -7.0950, -3.2514], [-0.5866, -5.9339, -0.5148], [0.5011, -7.2880, -0.8333], [-1.2365, -7.4432, -1.1600]],
  "mulliken_charge": [-0.78, 0.00, -0.85, 0.28, 0.09, -0.58, 0.70, -0.31, -0.21, 0.13, 0.31, 0.33, 0.33, 0.45, 0.36, 0.39, 0.09, 0.25, -0.71, 1.17, -0.37, -0.35, -0.80, -0.39, -0.24, -1.09, -0.37, 0.08, -1.13, 0.23, 0.35, 0.06, 0.46, 0.27, 0.27, 0.33, 0.27, 0.36, 0.31, -0.03, 0.29, 0.39, 0.29, 0.34, -0.79, 1.20, -0.37, -0.39, -0.74, -0.37, -0.31, -1.05, -0.33, -0.20, -1.15, 0.27, 0.36, 0.00, 0.40, 0.29, 0.31, 0.34, 0.27, 0.37, 0.28, 0.24, 0.33, 0.34, 0.39, 0.31]
}